44
Properties=species:S:1:pos:R:3:forces:R:3:mulliken_charge:R:1 method="wB97M-V/def2-TZVPD" charge=-1 lumo_energy_ev="2.43 / 0.14" spin_multiplicity=5 gap_ev="7.154 / 6.524" e_tot_ha=-4984.302577 homo_ev="-4.728 / -6.379" de_lowest_kcal_mol=0.00 fmax_ev_per_a=0.90
Pt 0.0347 -0.2326 0.6029 -0.1757 0.7702 0.0079 0.692
O 3.9620 0.4392 2.2599 -0.1922 0.1056 -0.1737 -0.508
P 2.8755 -0.6892 2.0357 0.3942 -0.4732 0.1238 0.599
O 2.9503 -1.7722 3.0325 0.0610 0.0676 0.0474 -0.803
O 1.4944 0.0077 1.9777 0.1618 -0.3822 -0.8031 -0.444
O 3.2613 -1.3510 0.5943 -0.4819 0.4920 0.2103 0.032
P 3.7836 -0.6928 -0.8060 -0.0782 -0.6321 -0.1542 0.777
O 4.2181 -2.0664 -1.5728 0.0488 0.2681 0.1245 -0.533
O 4.9682 0.1546 -0.6032 -0.1038 0.2280 -0.0495 -0.704
O 2.5398 -0.2003 -1.5336 -0.1273 -0.1513 -0.0112 -0.415
H 3.8960 1.1143 1.5528 0.0202 -0.0695 0.1850 0.382
H 5.1813 -2.0471 -1.6412 -0.1164 -0.0752 0.0643 0.287
C -3.4474 2.5283 -2.8297 0.0331 -0.0394 -0.0199 -0.475
C -2.0794 2.2892 -2.8794 -0.0466 0.0401 -0.0374 -0.779
C -1.5071 1.3134 -2.0836 0.0919 -0.0829 0.0951 0.027
C -2.2994 0.5863 -1.1951 -0.0968 0.0749 -0.2317 0.375
C -3.6771 0.8078 -1.1603 -0.0088 -0.0355 0.1068 -0.482
C -4.2428 1.7692 -1.9803 -0.0079 0.0089 -0.0360 -0.493
N -1.7077 -0.3783 -0.3652 -0.0052 -0.0492 0.2126 0.899
N -2.4816 -1.3816 0.0102 -0.1370 -0.1567 -0.1452 -0.921
C -1.8678 -2.2570 0.8179 0.2203 0.0489 0.0395 0.327
C -2.4947 -3.4556 1.2090 -0.0405 -0.1329 0.0457 -0.525
C -1.8174 -4.3420 2.0041 -0.0830 0.0727 -0.0628 -0.191
C -0.5135 -4.0506 2.4300 -0.0396 -0.0735 0.0179 -0.851
C 0.0681 -2.8723 2.0327 0.0798 0.0474 0.0815 -0.035
N -0.5911 -1.9980 1.2522 -0.1466 -0.2172 -0.0627 0.020
H -3.8903 3.2958 -3.4523 -0.0029 -0.0169 -0.0032 0.370
H -1.4416 2.8665 -3.5374 -0.0173 -0.0282 0.0074 0.421
H -0.4434 1.1280 -2.1483 0.0404 0.0704 0.0990 0.169
H -4.2803 0.2301 -0.4737 -0.0043 0.0001 -0.0478 0.436
H -5.3145 1.9265 -1.9571 0.0176 0.0322 0.0500 0.344
H -3.4934 -3.6504 0.8441 0.0194 0.0346 0.0243 0.451
H -2.2937 -5.2705 2.2951 0.0257 0.0147 0.0132 0.377
H 0.0406 -4.7304 3.0609 0.0166 0.0397 -0.0263 0.436
H 1.0725 -2.5964 2.3439 -0.0255 0.0246 0.0191 0.455
C 0.9020 4.2535 0.5392 0.0081 -0.5460 -0.1377 -1.199
S 1.3443 2.6637 -0.1702 0.3074 -0.3681 -0.1774 1.169
O 1.3734 2.8154 -1.6031 -0.1394 0.2760 0.1183 -0.653
O 2.5618 2.2099 0.4560 0.0021 0.4214 0.0424 -0.594
O 0.1577 1.8114 0.2513 0.0146 -0.2706 0.0712 -0.702
H 1.6198 4.9809 0.1651 -0.0011 -0.0457 0.0469 0.378
H 0.9480 4.1618 1.6235 -0.0023 0.0447 -0.0808 0.323
H -0.1059 4.4943 0.2041 0.0648 0.0187 0.0216 0.324
Se 0.7371 -1.8129 -1.6026 0.4524 0.6447 0.3854 0.238